1.
ORCA calculation (wB97M-V/def2-TZVPD) on a structure of composition C18H20CaN3S6Se2.

- DFT total energy (hartree) = -8731.69489
- HOMO level (eV) = -9.7
- ΔE to the lowest compared entry with this formula, charge and spin (kJ/mol) = 61.8
- total charge = +1
- maximum force (eV/Å) = 0.8
- HOMO-LUMO gap (Ha) = 0.24168
- molar mass (g/mol) = 668.78

```
50
Properties=species:S:1:pos:R:3:forces:R:3
Ca 0.15685 0.50338 0.21452 -0.193 0.055 -0.588
C -2.44353 1.77735 -3.72789 0.147 0.142 0.039
Se -1.97421 0.55073 -2.29822 0.102 -0.105 0.152
C -3.29259 1.14149 -0.97616 -0.123 -0.014 0.052
C -3.83073 -0.01067 -0.14999 0.011 0.000 -0.058
Se -2.45381 -1.15884 0.64595 0.094 0.157 0.123
C -2.60575 -2.66081 -0.56968 0.029 -0.082 -0.031
H -2.36272 2.80776 -3.39523 -0.010 0.001 0.030
H -3.45333 1.54960 -4.05239 -0.030 0.008 -0.029
H -1.74478 1.60773 -4.54265 -0.014 -0.025 -0.013
H -4.09194 1.62902 -1.53350 -0.059 -0.057 -0.014
H -2.82860 1.87659 -0.32522 0.056 0.076 -0.012
H -4.46619 -0.67712 -0.72966 -0.008 0.005 -0.039
H -4.40902 0.37788 0.68540 -0.027 0.015 0.024
H -3.61946 -3.04669 -0.51250 -0.012 -0.035 -0.019
H -1.91550 -3.42543 -0.21661 0.008 0.001 -0.023
H -2.36398 -2.36797 -1.58718 -0.003 -0.004 -0.012
N 2.18591 -2.92711 2.12081 0.073 -0.094 0.269
C 2.25778 -2.17666 3.29623 0.169 -0.493 -0.119
C 2.77762 -2.46496 4.55494 -0.030 0.048 -0.017
C 2.66434 -1.46368 5.49575 -0.019 0.068 0.025
C 2.05499 -0.22891 5.19864 0.029 -0.055 0.021
C 1.54588 0.04307 3.94818 0.006 -0.011 0.026
C 1.66613 -0.96313 2.98958 -0.295 0.383 -0.437
N 1.25252 -0.97833 1.64729 0.262 -0.187 0.432
C 1.57958 -2.16676 1.19057 -0.067 0.014 -0.369
C 1.29283 -2.58307 -0.19365 -0.055 0.665 0.360
C 1.43669 -3.80920 -0.74656 0.078 -0.222 -0.017
S 0.96626 -3.76250 -2.38092 -0.024 -0.229 -0.211
C 0.58866 -2.11984 -2.23310 0.018 0.302 0.224
N 0.79854 -1.60478 -1.04881 0.118 -0.459 0.042
H 2.53777 -3.85973 1.98744 0.012 0.014 0.029
H 3.24131 -3.41345 4.79026 -0.012 0.010 -0.026
H 3.04960 -1.63208 6.49251 -0.006 0.009 -0.012
H 1.97996 0.52047 5.97493 0.008 -0.017 0.003
H 1.05237 0.98010 3.72206 0.003 -0.011 -0.007
H 1.78633 -4.72215 -0.29012 -0.013 0.043 -0.024
H 0.20040 -1.55006 -3.06530 0.004 -0.010 0.023
C -2.70880 4.46220 4.20077 -0.174 0.005 0.030
S -1.06669 3.92916 4.72588 -0.021 -0.090 0.050
C -0.19873 4.11285 3.21594 0.030 0.009 0.038
C -0.25473 3.29683 2.15070 -0.086 -0.331 -0.109
S -1.23450 1.84746 1.97317 -0.024 0.456 0.217
S 0.80291 3.76073 0.82454 -0.442 -0.178 0.045
C 1.49099 5.20390 1.52726 0.387 -0.071 -0.152
S 2.60084 6.11749 0.76648 0.030 0.065 -0.065
S 0.86906 5.48944 3.10005 0.006 0.241 0.169
H -3.36305 4.32692 5.06155 0.012 0.008 -0.014
H -3.06358 3.83776 3.38344 0.013 0.000 0.003
H -2.71155 5.51202 3.91567 0.044 -0.014 -0.010
```
Positions in Å, forces in eV/Å.


2.
ORCA calculation (wB97M-V/def2-TZVPD) on a cluster of 2 separate species, C18H20Cl2O6 in total at a distorted geometry.

- DFT total energy (hartree) = -2069.54442
- SMILES string = CC(=O)OCCCc1c(COO)ccc2c1C(=O)C=CC2=O.ClCCCl
- HOMO level (eV) = -9.4
- maximum force (eV/Å) = 3.1
- HOMO-LUMO gap (Ha) = 0.31804
- molar mass (g/mol) = 403.26

```
46
Properties=species:S:1:pos:R:3:forces:R:3
C 2.19587 -1.20100 3.27306 0.691 -0.181 -1.129
C 2.45487 -2.40191 2.29582 -0.375 0.446 0.430
O 1.81871 -3.41902 2.34591 0.526 0.362 -0.074
O 3.46459 -2.23684 1.33681 -1.275 0.681 0.587
C 3.09164 -1.21146 0.37152 0.662 0.116 -0.880
C 2.00534 -1.76406 -0.62702 0.584 0.306 -0.389
C 0.89000 -0.71699 -1.00691 -0.238 -1.096 -0.254
C -0.31344 -0.68251 -0.02738 -1.587 0.519 1.745
C -1.13805 -1.87496 0.26884 -0.275 0.905 0.680
C -0.86714 -3.28236 -0.39620 0.073 1.623 0.520
O -2.13925 -3.80430 -0.81855 1.076 -0.845 1.211
O -2.58063 -3.00319 -1.86053 -0.444 0.852 -1.396
C -2.28387 -1.82921 1.18631 0.755 2.110 -0.050
C -2.69801 -0.58600 1.85872 2.476 -0.127 -1.924
C -1.90198 0.59668 1.55258 0.162 -0.867 -0.349
C -0.73405 0.55552 0.64598 -0.851 -0.798 0.423
C 0.00786 1.92440 0.45659 -1.389 0.216 0.213
O 1.20804 2.03710 0.36775 -0.517 -0.100 -0.066
C -0.94992 3.17764 0.44482 -0.823 -0.233 0.649
C -2.03200 3.20837 1.26709 0.571 -1.299 -0.213
C -2.29916 1.97226 2.19158 0.785 0.245 -1.250
O -2.73798 2.09230 3.30826 -0.117 -0.287 -0.530
H 1.50637 -1.51418 4.08745 0.604 0.272 -0.712
H 3.19188 -0.84292 3.63600 -0.907 -0.288 -0.062
H 1.76660 -0.36525 2.65582 0.167 -0.726 0.774
H 4.03788 -1.01592 -0.20682 -0.909 -0.185 0.686
H 2.82075 -0.23716 0.85332 -0.033 -0.919 -0.283
H 2.54842 -2.00897 -1.58647 -0.576 0.127 0.959
H 1.62409 -2.73728 -0.23454 0.173 0.935 -0.211
H 0.47631 -1.03308 -2.01055 0.355 0.354 0.970
H 1.38991 0.26670 -1.16410 -0.708 -0.701 0.355
H -0.40569 -3.95359 0.37741 -0.759 0.287 -0.811
H -0.15206 -3.17226 -1.25143 -0.859 -0.254 0.563
H -3.28751 -2.42875 -1.50825 0.396 -0.363 0.349
H -2.88599 -2.74448 1.37565 0.696 0.695 -0.297
H -3.56876 -0.52301 2.54769 0.872 -0.107 -0.643
H -0.79816 4.05848 -0.23080 0.439 -1.250 0.834
H -2.76020 4.04899 1.28622 0.761 -0.670 0.189
Cl -0.81431 1.66022 -2.41598 -0.261 -0.021 -0.242
C -0.27709 2.71608 -3.74200 0.076 0.060 -0.225
C 0.43562 3.94329 -3.22612 0.255 -0.097 -0.136
Cl -0.66633 5.04180 -2.36761 -0.087 0.294 -0.254
H -1.14991 2.97446 -4.34059 0.031 0.038 0.125
H 0.40136 2.13195 -4.36489 0.021 0.034 0.087
H 0.86045 4.50242 -4.06021 -0.091 -0.025 0.011
H 1.24497 3.68198 -2.54430 -0.125 -0.036 0.022
```
Positions in Å, forces in eV/Å.


3.
ORCA calculation (wB97M-V/def2-TZVPD) on an isolated molecule of C18H20ClN3O4.

- DFT total energy (hartree) = -1623.41447
- SMILES string = CCOC(=O)C1CCN(c2cc(=O)n(-c3ccccc3Cl)c(=O)[nH]2)CC1
- HOMO level (eV) = -8.3
- ΔE to the lowest compared entry with this formula, charge and spin (kJ/mol) = 33.3
- maximum force (eV/Å) = 0.7
- HOMO-LUMO gap (Ha) = 0.32509
- molar mass (g/mol) = 377.83

```
46
Properties=species:S:1:pos:R:3:forces:R:3
C -0.82219 -2.21021 -1.62214 -0.363 -0.005 0.198
C -2.03836 -2.86993 -0.99262 0.558 -0.323 -0.044
O -3.08536 -1.92766 -0.72668 -0.263 0.099 -0.225
C -2.98980 -1.20903 0.38728 -0.368 0.180 0.287
O -2.08352 -1.28868 1.17548 0.203 -0.181 0.030
C -4.20860 -0.30706 0.57711 0.067 -0.013 0.045
C -3.92486 0.72412 1.67475 0.075 -0.094 -0.057
C -3.23510 1.94484 1.03998 -0.143 0.007 0.333
N -2.51746 1.57888 -0.15873 0.188 -0.183 0.196
C -1.17857 1.35209 -0.20475 0.473 0.213 -0.485
C -0.46030 1.32722 -1.36658 -0.289 -0.018 -0.077
C 0.94326 1.05997 -1.38401 -0.273 -0.095 -0.016
O 1.64047 0.99530 -2.37597 0.045 0.010 -0.048
N 1.51819 0.86170 -0.10599 0.428 -0.086 -0.120
C 2.89957 0.51802 -0.04984 0.228 -0.134 0.084
C 3.86540 1.44826 -0.39829 -0.049 -0.132 0.079
C 5.20527 1.10777 -0.35338 -0.021 0.082 -0.008
C 5.58447 -0.16183 0.04756 -0.013 -0.035 0.001
C 4.62780 -1.10028 0.39180 -0.046 -0.014 -0.003
C 3.28591 -0.76272 0.33384 0.119 0.285 -0.107
Cl 2.08940 -1.93728 0.72906 -0.082 -0.250 0.036
C 0.84351 0.92400 1.08713 -0.159 0.334 0.287
O 1.36727 0.79967 2.16832 0.036 -0.093 0.132
N -0.51089 1.17840 0.97878 -0.390 0.186 0.209
C -3.38260 1.19853 -1.25601 -0.169 0.100 -0.392
C -4.58839 0.40323 -0.72518 0.046 -0.088 0.055
H -0.36059 -1.52282 -0.91900 0.058 0.031 0.006
H -0.09402 -2.97158 -1.88481 0.109 -0.091 -0.046
H -1.09957 -1.66391 -2.52034 0.002 0.040 -0.111
H -2.48922 -3.59775 -1.67014 0.025 0.071 0.127
H -1.75736 -3.35634 -0.05327 -0.111 0.006 -0.149
H -5.02593 -0.96721 0.88464 0.065 0.010 -0.028
H -3.28617 0.25997 2.42785 -0.081 0.063 0.019
H -4.85142 1.03332 2.15768 -0.031 0.007 0.006
H -3.99142 2.67776 0.73728 0.103 0.024 0.091
H -2.56745 2.44230 1.74403 -0.079 0.065 -0.070
H -0.91492 1.52409 -2.32032 -0.080 0.063 -0.050
H 3.55349 2.43249 -0.71068 -0.048 0.077 -0.032
H 5.95232 1.83609 -0.62879 0.063 0.063 -0.024
H 6.62962 -0.42832 0.08940 0.088 -0.028 0.004
H 4.91288 -2.09475 0.69728 -0.002 -0.083 0.036
H -1.02516 1.03824 1.83686 0.144 -0.092 -0.110
H -3.72504 2.09007 -1.79662 0.043 -0.098 -0.052
H -2.81211 0.57628 -1.94518 -0.017 0.053 0.039
H -4.90149 -0.32232 -1.47408 -0.049 0.085 -0.026
H -5.43074 1.06634 -0.52184 -0.038 -0.013 -0.017
```
Positions in Å, forces in eV/Å.